C66H132AlN7O22 | ωB97M-V/def2-TZVPD

E_LUMO (eV): -11.15
E_HOMO (eV): -15.27
Charge: +4
Electronic energy (a.u.): -4872.800228
Orbital gap (Ha): 0.1516

Structure (XYZ):
```
228
C66H132AlN7O22 (ωB97M-V/def2-TZVPD)
Al -0.120 -0.151 -0.618
C -5.366 -6.347 -0.197
C -4.293 -6.522 0.860
C -3.178 -5.429 0.736
C -3.483 -4.027 1.291
C -4.028 -4.085 2.694
C -5.324 -5.077 2.829
N -4.955 -6.448 2.230
O -5.591 -7.651 2.684
C -6.530 -4.445 2.180
C -5.625 -5.269 4.300
C -3.539 -7.872 0.793
H -5.366 -5.310 -0.535
H -6.369 -6.685 0.062
H -5.082 -7.016 -1.010
H -2.776 -5.287 -0.267
H -2.373 -5.755 1.394
H -4.241 -3.576 0.650
H -2.564 -3.442 1.273
H -4.126 -3.070 3.079
H -3.218 -4.556 3.252
H -6.247 -4.319 1.135
H -6.686 -3.444 2.583
H -7.439 -4.989 1.923
H -4.850 -5.523 5.024
H -6.408 -6.015 4.436
H -6.054 -4.381 4.764
H -2.914 -8.119 1.651
H -2.890 -7.859 -0.082
H -4.251 -8.667 0.570
C 5.105 2.106 -4.197
C 5.706 1.297 -2.988
C 7.227 1.092 -3.317
C 7.945 0.480 -2.138
C 7.752 1.405 -0.911
C 6.370 1.671 -0.389
N 5.577 2.116 -1.635
O 4.630 3.064 -1.411
C 6.434 2.800 0.660
C 5.874 0.310 0.322
C 4.881 -0.074 -2.817
H 5.657 3.008 -4.461
H 4.068 2.413 -4.056
H 5.289 1.487 -5.076
H 7.603 2.067 -3.627
H 7.399 0.433 -4.168
H 8.988 0.189 -2.264
H 7.547 -0.493 -1.851
H 8.177 2.388 -1.115
H 8.348 0.961 -0.114
H 5.448 2.897 1.113
H 6.816 3.686 0.153
H 7.112 2.666 1.503
H 5.049 0.498 1.010
H 6.637 -0.094 0.986
H 5.568 -0.464 -0.383
H 5.251 -0.952 -2.288
H 4.791 -0.563 -3.787
H 3.886 0.061 -2.393
C 0.561 8.309 -4.962
C 1.038 7.012 -5.645
C 2.561 7.045 -5.856
C 3.391 6.944 -4.465
C 3.071 5.677 -3.744
C 1.424 5.410 -3.538
N 0.635 5.794 -4.806
O -0.443 5.012 -5.094
C 0.943 6.372 -2.406
C 1.201 3.920 -3.232
C 0.458 6.768 -7.063
H 0.529 8.993 -5.810
H 1.154 8.749 -4.160
H -0.428 8.330 -4.505
H 2.918 7.985 -6.278
H 2.941 6.292 -6.547
H 3.023 7.732 -3.807
H 4.471 7.093 -4.455
H 3.476 5.634 -2.732
H 3.620 4.821 -4.135
H -0.093 6.701 -2.492
H 1.558 7.272 -2.422
H 1.018 5.813 -1.473
H 0.161 3.788 -2.936
H 1.786 3.612 -2.366
H 1.341 3.159 -3.999
H 0.588 7.613 -7.740
H -0.615 6.577 -7.089
H 1.030 5.922 -7.446
C -5.039 -0.056 2.931
C -5.911 1.126 2.327
C -5.075 2.075 1.376
C -5.018 1.595 -0.060
C -6.382 1.499 -0.557
C -7.069 0.206 0.054
N -7.023 0.522 1.561
O -7.903 -0.240 2.336
C -6.395 -1.213 -0.140
C -8.573 0.179 -0.366
C -6.563 2.068 3.457
H -4.172 0.482 3.315
H -4.737 -0.862 2.263
H -5.493 -0.517 3.808
H -4.055 2.190 1.742
H -5.480 3.087 1.377
H -4.371 0.742 -0.266
H -4.578 2.424 -0.613
H -6.312 1.486 -1.644
H -6.954 2.409 -0.373
H -5.411 -1.413 0.284
H -6.429 -1.437 -1.206
H -6.925 -2.048 0.318
H -9.148 -0.571 0.177
H -8.529 0.062 -1.449
H -9.122 1.116 -0.458
H -7.199 2.822 2.993
H -5.751 2.558 3.995
H -7.183 1.540 4.181
C 6.512 -2.974 1.355
C 5.440 -3.340 2.393
C 4.561 -2.114 2.675
N 3.469 -2.310 3.834
C 2.448 -3.427 3.522
C 2.708 -0.976 4.027
C 2.293 -0.836 5.481
C 3.078 -1.963 6.241
C 4.162 -2.466 5.216
H 7.237 -2.173 1.502
H 6.091 -2.977 0.349
H 7.187 -3.820 1.218
H 5.796 -3.753 3.336
H 4.904 -4.210 2.014
H 4.067 -1.587 1.858
H 5.139 -1.300 3.113
H 2.324 -3.486 2.441
H 1.581 -3.473 4.181
H 2.901 -4.397 3.729
H 1.900 -1.003 3.296
H 3.376 -0.202 3.648
H 1.214 -0.860 5.637
H 2.535 0.195 5.738
H 2.323 -2.683 6.556
H 3.547 -1.390 7.041
H 4.544 -3.486 5.261
H 5.005 -1.799 5.394
C 0.600 -6.518 0.573
C 0.912 -6.317 -0.988
C -0.106 -5.566 -1.810
N 0.327 -5.448 -3.283
C 0.704 -6.743 -3.973
C -0.763 -4.771 -4.192
C -0.110 -3.766 -5.025
C 1.329 -3.835 -4.824
C 1.372 -4.348 -3.474
H -0.331 -7.023 0.832
H 0.478 -5.570 1.098
H 1.341 -7.147 1.066
H 0.882 -7.362 -1.297
H 1.971 -6.067 -1.050
H -0.295 -4.594 -1.354
H -1.029 -6.146 -1.791
H 0.905 -6.665 -5.041
H -0.045 -7.533 -3.924
H 1.491 -7.292 -3.456
H -1.056 -5.583 -4.856
H -1.590 -4.429 -3.569
H -0.182 -3.904 -6.104
H -0.537 -2.776 -4.868
H 1.598 -4.565 -5.587
H 1.839 -2.887 -4.993
H 2.250 -4.992 -3.425
H 1.113 -3.604 -2.721
C 0.120 1.737 4.733
C 0.294 3.152 4.317
C -0.829 3.687 3.415
N -0.725 5.308 3.076
C 0.632 5.686 2.452
C -0.939 6.197 4.296
C -2.508 6.172 4.370
C -2.864 6.512 2.888
C -1.836 5.679 2.059
H -0.947 1.579 4.886
H 0.632 1.379 5.626
H 0.565 1.152 3.928
H 1.278 3.269 3.861
H 0.471 3.858 5.128
H -1.883 3.583 3.672
H -0.535 3.264 2.455
H 1.358 5.684 3.265
H 0.557 6.654 1.958
H 0.948 4.873 1.797
H -0.603 7.217 4.105
H -0.548 5.752 5.211
H -2.809 7.015 4.993
H -2.976 5.224 4.634
H -2.673 7.574 2.730
H -3.928 6.356 2.714
H -1.518 6.138 1.123
H -2.162 4.712 1.674
O 1.782 0.000 -5.025
C 1.105 0.048 -3.896
O 1.502 0.802 -3.048
O 0.212 -0.785 -3.659
H 2.469 0.671 -5.009
O -3.919 -2.450 -2.714
C -2.960 -1.699 -2.195
O -2.095 -2.399 -1.605
O -2.953 -0.410 -2.171
H -3.334 -3.120 -2.353
O -2.228 -0.311 1.613
C -1.537 -0.955 2.512
O -0.467 -1.507 2.261
O -1.963 -0.824 3.634
H -2.813 0.204 2.174
O 3.128 2.537 1.951
C 2.318 1.786 1.244
O 2.349 0.586 1.429
O 1.702 2.247 0.285
H 3.395 1.817 2.525
O -2.547 4.056 -0.937
C -1.779 3.013 -0.775
O -1.418 2.444 -1.783
O -1.483 2.556 0.322
H -2.140 3.996 -1.804
O 3.112 -3.723 -0.088
C 2.421 -2.751 -0.508
O 2.821 -1.829 -1.285
O 1.345 -2.840 0.056
H 2.226 -3.610 0.265
```